1.
The following is a DFT calculation (ωB97M-V/def2-TZVPD) of one molecule with the formula C4H7NO.

Structure (XYZ):
```
13
Properties=species:S:1:pos:R:3:mulliken_charge:R:1
O 1.598 -0.060 1.288 -0.431
N -1.239 0.289 0.320 -0.390
C 1.111 0.224 0.037 0.508
C 2.468 0.554 0.289 -0.189
C -2.002 -0.772 -0.307 -0.879
C -0.087 0.498 -0.439 -0.622
H -0.243 0.800 -1.467 0.320
H -2.775 -1.091 0.384 0.339
H -1.356 -1.621 -0.573 0.315
H 2.686 1.603 0.480 0.216
H 3.279 -0.073 -0.057 0.227
H -2.459 -0.396 -1.230 0.276
H -0.981 0.044 1.273 0.310
```

Net charge: 0
Frontier orbital gap (eV): 9.3

---

2.
The following is a DFT calculation (ωB97M-V/def2-TZVPD) of one molecule with the formula C4H7NO.

Structure (XYZ):
```
13
Properties=species:S:1:pos:R:3:mulliken_charge:R:1
O 1.016 -0.294 0.066 -0.330
N -1.234 0.445 2.709 -0.535
C 0.857 -0.252 1.422 -0.249
C -0.242 0.073 2.068 0.329
C -0.127 0.098 -0.675 -0.241
C 0.240 0.077 -2.142 -1.277
H -1.859 -0.336 2.926 0.272
H -0.617 0.375 -2.753 0.373
H 0.554 -0.927 -2.443 0.306
H -0.440 1.103 -0.356 0.354
H 1.745 -0.541 1.971 0.369
H -0.958 -0.592 -0.459 0.321
H 1.064 0.770 -2.334 0.309
```

Net charge: 0
Frontier orbital gap (eV): 9.2

---

It is 2 that is most stable; the runner-up trails by 0.0247 hartree.